{
  "formula": "C30H86O14Zr",
  "method": "ωB97M-V/def2-TZVPD",
  "molar_mass_da": 762.23,
  "homo_ev": -12.860,
  "total_energy_ha": -2294.1807,
  "lumo_energy_ev": -9.839,
  "spin_multiplicity": 1,
  "charge": 2,
  "species": ["Zr", "C", "C", "C", "O", "H", "H", "H", "H", "H", "H", "H", "C", "C", "C", "O", "H", "H", "H", "H", "H", "H", "H", "C", "C", "O", "H", "H", "H", "H", "H", "H", "C", "C", "O", "H", "H", "H", "H", "H", "H", "C", "C", "O", "H", "H", "H", "H", "H", "H", "C", "C", "O", "H", "H", "H", "H", "H", "H", "C", "C", "O", "H", "H", "H", "H", "H", "H", "C", "C", "O", "H", "H", "H", "H", "H", "H", "C", "C", "O", "H", "H", "H", "H", "H", "H", "C", "C", "O", "H", "H", "H", "H", "H", "H", "C", "C", "O", "H", "H", "H", "H", "H", "H", "C", "C", "O", "H", "H", "H", "H", "H", "H", "C", "C", "O", "H", "H", "H", "H", "H", "H", "C", "C", "O", "H", "H", "H", "H", "H", "H"],
  "xyz": [[-1.311, 4.673, 0.904], [2.939, 5.812, 0.428], [2.191, 4.613, -0.040], [2.899, 3.269, 0.270], [0.851, 4.678, 0.437], [2.594, 6.720, -0.066], [4.007, 5.767, 0.218], [2.791, 6.005, 1.490], [2.170, 4.639, -1.129], [2.300, 2.476, -0.177], [2.918, 2.925, 1.304], [3.902, 3.279, -0.159], [-0.303, 1.391, -1.474], [-1.078, 1.264, -0.147], [-0.250, 0.553, 0.941], [-1.492, 2.525, 0.252], [-0.991, 1.625, -2.286], [0.180, 0.450, -1.737], [0.517, 2.105, -1.398], [-1.941, 0.643, -0.385], [-0.880, 0.400, 1.817], [0.613, 1.144, 1.249], [0.106, -0.396, 0.539], [1.953, 1.774, 5.375], [1.289, 1.400, 4.040], [-0.092, 1.739, 4.184], [1.736, 1.093, 6.197], [1.730, 2.796, 5.681], [3.023, 1.773, 5.164], [1.336, 0.318, 3.912], [1.675, 1.946, 3.179], [-0.514, 1.089, 4.750], [-2.393, -3.007, 1.086], [-3.302, -4.058, 0.507], [-4.560, -3.506, 0.314], [-1.372, -3.381, 1.152], [-2.886, -2.750, 2.024], [-2.456, -2.082, 0.511], [-3.348, -4.873, 1.230], [-2.875, -4.537, -0.374], [-5.199, -4.221, 0.275], [-5.481, 1.085, 2.021], [-4.976, -0.119, 1.282], [-5.699, -1.266, 1.738], [-6.521, 1.325, 1.800], [-4.877, 1.927, 1.685], [-5.374, 0.873, 3.085], [-3.914, -0.299, 1.450], [-5.194, -0.037, 0.217], [-5.268, -2.043, 1.375], [2.951, -0.155, -3.397], [4.193, -0.119, -2.543], [5.258, -0.026, -3.519], [2.864, -1.050, -4.013], [2.872, 0.722, -4.039], [2.035, -0.135, -2.807], [4.126, -1.030, -1.947], [4.009, 0.768, -1.936], [6.088, -0.153, -3.052], [-0.788, 4.944, -2.956], [-1.461, 5.931, -2.007], [-2.159, 5.152, -1.044], [-0.321, 5.485, -3.779], [-1.494, 4.244, -3.402], [-0.083, 4.332, -2.394], [-2.120, 6.663, -2.474], [-0.765, 6.614, -1.521], [-2.921, 4.892, -1.567], [1.710, -3.285, -0.043], [2.820, -4.016, -0.757], [2.358, -4.816, -1.829], [0.807, -3.896, -0.022], [1.386, -2.450, -0.664], [1.940, -2.888, 0.946], [3.375, -4.628, -0.046], [3.554, -3.353, -1.214], [3.061, -5.390, -2.140], [3.316, -0.399, 1.152], [4.654, 0.172, 1.498], [4.738, 0.447, 2.886], [3.238, -0.647, 0.093], [2.552, 0.259, 1.565], [3.254, -1.331, 1.713], [4.855, 1.114, 0.989], [5.415, -0.554, 1.213], [5.677, 0.557, 3.056], [0.210, -2.793, -3.530], [-0.566, -4.116, -3.454], [0.327, -5.201, -3.708], [1.247, -2.921, -3.222], [-0.253, -2.043, -2.889], [0.157, -2.365, -4.531], [-1.372, -4.042, -4.184], [-1.082, -4.299, -2.511], [0.960, -5.216, -2.986], [0.284, 0.907, -5.556], [1.229, 2.084, -5.896], [0.509, 3.245, -6.026], [0.845, -0.027, -5.589], [-0.499, 0.852, -6.312], [-0.161, 0.981, -4.564], [1.865, 1.914, -6.764], [1.850, 2.221, -5.011], [1.060, 4.014, -5.861], [-0.525, -3.759, 4.011], [0.412, -2.539, 3.805], [1.706, -2.964, 3.518], [-1.457, -3.489, 4.508], [-0.033, -4.438, 4.707], [-0.739, -4.372, 3.136], [0.377, -1.927, 4.706], [0.117, -1.867, 2.998], [2.291, -2.329, 3.937], [-2.626, -0.147, 4.447], [-2.206, -0.492, 5.892], [-1.133, 0.346, 6.224], [-3.503, -0.758, 4.232], [-1.842, -0.404, 3.735], [-2.900, 0.908, 4.406], [-1.930, -1.541, 5.993], [-3.055, -0.356, 6.562], [-0.917, 0.184, 7.145], [-2.775, -1.031, -3.606], [-3.197, -2.132, -2.649], [-4.446, -1.758, -2.045], [-3.643, -0.650, -4.144], [-1.970, -1.321, -4.281], [-2.410, -0.168, -3.050], [-2.420, -2.323, -1.909], [-3.339, -3.091, -3.147], [-4.612, -2.271, -1.250]],
  "mulliken_charge": [1.84, -1.58, 0.67, -0.75, -0.43, 0.40, 0.39, 0.37, 0.18, -0.08, 0.26, 0.44, -0.62, 1.81, 0.85, -0.34, 0.30, -0.46, -0.42, -0.07, -0.46, -0.80, 0.07, -1.50, 1.48, -0.45, 0.30, 0.32, 0.43, -0.38, -0.36, 0.21, 0.94, -0.81, -0.47, -0.20, 0.11, -0.62, 0.59, 0.25, 0.23, -1.23, 0.65, -0.66, 0.41, 0.13, 0.30, -0.34, 0.39, 0.35, -0.40, 0.31, -0.58, 0.45, 0.17, -0.24, 0.06, -0.12, 0.33, -0.68, -0.42, -0.52, 0.46, 0.42, -0.05, 0.37, 0.35, 0.32, 0.07, -0.61, -0.52, 0.40, -0.31, 0.07, 0.46, 0.17, 0.25, 0.72, -0.83, -0.48, -0.01, -0.63, 0.18, 0.25, 0.50, 0.28, 0.22, -0.46, -0.63, 0.26, -0.54, 0.32, 0.38, 0.03, 0.44, -0.43, -0.43, -0.54, 0.25, 0.50, -0.15, 0.34, 0.26, 0.33, -1.47, 0.71, -0.66, 0.28, 0.43, 0.27, 0.50, -0.37, 0.35, -0.33, -0.57, -0.56, 0.45, -0.37, 0.34, 0.25, 0.46, 0.29, -0.77, 0.34, -0.62, 0.49, 0.23, -0.18, -0.28, 0.45, 0.37]
}